Record 1
Density functional theory data (ωB97M-V/def2-TZVPD) for the molecule C5H6ClNO in a non-equilibrium geometry.

Values from the calculation:
- LUMO: -0.00479 Eh
- Highest occupied orbital energy: -8.328 eV
- Total energy: -784.20187 Ha
- Maximum force: 8.2 eV Å⁻¹
- M: 131.6 g mol⁻¹
- Orbital gap: 8.20 eV
- Energy relative to the best compared isomer or geometry (same formula, charge and spin): 75.2 kcal/mol

Cartesian coordinates (Å):
C: 0.41725 2.21892 -0.17194
O: 0.23970 0.85720 -0.52441
C: 0.48297 -0.11016 0.42518
C: 1.40060 -0.05489 1.45150
N: 2.18490 -0.08568 2.28383
C: -0.27718 -1.45631 0.16066
C: -1.25170 -1.56842 -0.96614
Cl: 0.07309 -2.79057 1.11836
H: 0.67015 2.73631 -1.11974
H: 1.25565 2.22352 0.54397
H: -0.48536 2.74726 0.32002
H: -2.17500 -0.80706 -0.75422
H: -0.76658 -1.38655 -1.83376
H: -1.76849 -2.52358 -0.93330

Record 2
Density functional theory data (ωB97M-V/def2-TZVPD) for the molecule C5H6ClNO in a non-equilibrium geometry.

Values from the calculation:
- LUMO (spin up / spin down): 0.00077 / -0.00112 Eh
- Highest occupied orbital energy (spin up / spin down): -8.078 / -8.138 eV
- Total energy: -784.11237 Ha
- Maximum force: 4.0 eV Å⁻¹
- M: 131.6 g mol⁻¹
- Orbital gap (spin up / spin down): 8.10 / 8.11 eV
- Energy relative to the best compared isomer or geometry (same formula, charge and spin): 131.4 kcal/mol

Cartesian coordinates (Å):
C: 0.93683 0.53683 0.64424
C: -0.13413 1.37102 0.12999
C: 0.25871 -0.85677 0.69777
C: -1.03169 0.65975 -0.49465
C: -0.83856 -0.86541 -0.38052
N: 1.12879 0.08534 -1.78535
O: 1.80207 0.13260 -0.79227
Cl: -2.44800 -1.52700 0.19853
H: 1.72048 0.72953 1.50382
H: -0.18723 2.49157 0.22733
H: 1.10500 -1.57465 0.63802
H: -0.06707 -1.02393 1.74522
H: -1.84240 1.07472 -1.05953
H: -0.40278 -1.23361 -1.27260

Record 3
Density functional theory data (ωB97M-V/def2-TZVPD) for the molecule C5H6ClNO in a non-equilibrium geometry.

Values from the calculation:
- LUMO: 0.01877 Eh
- Highest occupied orbital energy: -8.969 eV
- Total energy: -784.20752 Ha
- Maximum force: 5.7 eV Å⁻¹
- M: 131.6 g mol⁻¹
- Orbital gap: 9.48 eV
- Energy relative to the best compared isomer or geometry (same formula, charge and spin): 71.7 kcal/mol

Cartesian coordinates (Å):
C: 0.21561 -1.56864 -1.97446
C: -0.31685 -0.90166 -0.97921
N: 0.20593 -0.87209 0.29620
C: 0.78668 -1.94593 0.84006
O: 1.07357 -1.86833 2.06785
C: -0.01419 0.24422 1.00316
C: -0.33895 1.57807 0.76281
Cl: -0.69893 2.45121 -0.86086
H: 1.26330 -2.04650 -2.12412
H: -0.30231 -1.67835 -2.88718
H: -1.19607 -0.49567 -0.91475
H: 0.79736 -2.93040 0.24667
H: -0.12617 -0.01231 2.12675
H: -0.57814 2.10756 1.65686

Record 4
Density functional theory data (ωB97M-V/def2-TZVPD) for a structure of composition C5H6CuO2 in a non-equilibrium geometry.

Values from the calculation:
- LUMO (spin up / spin down): 0.11541 / 0.11544 Eh
- Highest occupied orbital energy (spin up / spin down): -1.535 / -1.532 eV
- Total energy: -1984.79826 Ha
- Maximum force: 2.4 eV Å⁻¹
- M: 161.6 g mol⁻¹
- Total charge: -1
- Orbital gap (spin up / spin down): 4.68 / 4.67 eV

Cartesian coordinates (Å):
C: 1.08094 -2.29559 -0.11848
C: 0.94671 -0.90712 -0.81211
O: 0.49354 -2.37852 0.98973
H: 1.67978 -0.28110 -0.27026
H: 1.32955 -1.02858 -1.83914
Cu: -0.57696 -1.08770 2.11064
C: -0.57938 1.13510 -1.05415
C: -0.40256 -0.23697 -0.80897
H: 0.31021 1.77161 -1.09878
H: -1.50163 1.51182 -1.50503
H: -1.22318 -0.88590 -1.14041
O: -0.06221 1.64707 1.86122
C: -0.97224 0.92199 1.11428
H: -0.52256 2.11389 2.57146